Density functional theory data (the ωB97M-V functional and the def2-TZVPD basis) for C27H42As3IMnN4O5S as an isolated structure.

Structure (XYZ):
```
84
C27H42As3IMnN4O5S (the ωB97M-V functional and the def2-TZVPD basis)
Mn -0.35083 -0.28694 -1.12073
C 3.64013 -0.21524 -0.34213
As 1.84353 -0.10030 0.37299
C 2.07255 -1.36953 1.82365
C 2.09618 1.61012 1.30372
C 1.02696 2.21575 2.24850
C 1.79390 3.20668 3.13497
C -0.02709 2.99769 1.45052
As -1.23025 2.00205 0.25071
C -2.78572 1.70489 1.37197
C -1.89786 3.57461 -0.68099
C 0.39515 1.11584 3.12043
As -0.80670 1.40393 4.67836
C 0.57921 1.52448 6.05743
C -1.31001 3.29866 4.74657
H 4.33449 -0.22242 0.49747
H 3.84463 0.61847 -1.01020
H 3.73210 -1.13752 -0.90970
H 2.81728 -0.97458 2.51400
H 2.41336 -2.30776 1.38814
H 1.13890 -1.56748 2.34181
H 2.32810 2.33703 0.51899
H 3.02083 1.46495 1.86861
H 2.32945 3.93319 2.51802
H 2.53100 2.68369 3.74946
H 1.12919 3.75891 3.79773
H 0.47955 3.71664 0.79948
H -0.65594 3.57673 2.12550
H -3.11968 2.64752 1.79789
H -2.57049 0.97661 2.15040
H -3.56778 1.28462 0.74238
H -2.15833 4.33374 0.05675
H -2.78286 3.30514 -1.25537
H -1.14789 3.96949 -1.36427
H 1.19990 0.53613 3.58167
H -0.15209 0.40789 2.49085
H 1.03026 0.54326 6.19896
H 0.11712 1.83064 6.99575
H 1.35121 2.24303 5.78765
H -2.02502 3.54287 3.96842
H -0.46731 3.98573 4.70445
H -1.81005 3.42104 5.70839
C 2.67167 -1.92480 -5.19082
C 1.90891 -1.41011 -3.99437
N 2.35912 -0.51389 -3.20887
O 3.59955 0.03504 -3.49682
C 0.52910 -1.92091 -3.72326
C -0.06298 -3.16574 -4.31774
N -0.16715 -1.19469 -2.94240
O -1.39872 -1.56568 -2.59441
H 3.70478 -2.16929 -4.92932
H 2.68041 -1.18355 -5.99673
H 2.23133 -2.82716 -5.59071
H 3.93500 -0.34072 -4.32337
H 0.37769 -3.45933 -5.26556
H -1.12953 -3.00138 -4.46377
H 0.02200 -4.00025 -3.61508
O 1.24705 -4.38929 0.86353
S 0.02461 -4.18164 0.13307
O -0.14358 -4.88610 -1.10903
N -0.27932 -2.59868 -0.04735
C -1.40670 -2.22366 0.54549
O -1.83315 -1.04698 0.47466
C -2.08743 -3.32204 1.30436
C -3.24749 -3.27379 2.05179
C -3.66752 -4.44681 2.67096
C -2.93834 -5.62800 2.53492
C -1.77194 -5.67221 1.77825
C -1.37279 -4.49544 1.17582
H -3.79818 -2.34603 2.14518
H -4.57187 -4.44645 3.26616
H -3.28543 -6.52735 3.02786
H -1.20329 -6.58654 1.67030
I -3.29953 1.38913 -6.46958
C -1.78361 1.80296 -5.12160
C -0.72244 2.62085 -5.47169
C 0.26982 2.85196 -4.53444
C 0.14886 2.25886 -3.28828
N -0.87066 1.47556 -2.95250
C -1.82007 1.23845 -3.85364
H -0.66753 3.05995 -6.45921
H 1.12704 3.46950 -4.76577
H 0.91811 2.40459 -2.53457
H -2.60486 0.55142 -3.56064
```

## Properties
Total energy ... -10203.3666 Eh
2S+1 ... 6
LUMO energy (spin up / spin down) ... 0.379 / 0.352 eV
ΔE to the lowest compared entry with this formula, charge and spin ... 0.8668 eV
⟨S²⟩ ... 8.756
Net charge ... 0
Frontier orbital gap (spin up / spin down) ... 7.7 / 7.9 eV

These are the Mulliken partial charges, in e, on atoms 1 to 2:
1 Mn 0.96
2 C -1.54

Density functional theory data (the ωB97M-V functional and the def2-TZVPD basis) for C20H21N7O5PtS2 as an isolated structure at a distorted geometry.

Structure (XYZ):
```
56
C20H21N7O5PtS2 (the ωB97M-V functional and the def2-TZVPD basis)
Pt 0.77210 0.55677 -1.26174
O 0.26381 4.81183 -0.09783
C -1.08034 4.86609 -0.22823
C -1.71674 6.03432 0.18773
C -3.08458 6.16542 0.06570
C -3.84784 5.13137 -0.47201
C -3.22594 3.96470 -0.86425
C -1.84302 3.80627 -0.74480
C -1.21468 2.50879 -1.08709
O 0.09123 2.45375 -1.14877
N -1.98514 1.49393 -1.27986
N -1.26321 0.34450 -1.54278
C -1.96485 -0.68934 -1.82226
S -3.71582 -0.59845 -1.85525
C -3.88990 -2.17666 -2.73435
C -2.83166 -3.12395 -2.21343
S -1.25061 -2.23268 -2.20398
H 0.54467 3.94436 -0.44992
H -1.10884 6.82143 0.61438
H -3.56270 7.08068 0.39204
H -4.92054 5.23539 -0.56345
H -3.79722 3.14151 -1.27062
H -3.75805 -1.98934 -3.79916
H -4.89695 -2.54939 -2.55070
H -2.70908 -3.99016 -2.86299
H -3.04967 -3.45667 -1.19955
C -0.12613 -2.13921 5.39767
O 0.17370 -3.21411 4.52407
C 0.48386 -2.91072 3.24426
C 0.79565 -4.03320 2.42270
C 1.15088 -3.83264 1.13226
C 1.22536 -2.53666 0.53048
C 1.58428 -2.39051 -0.83228
C 1.95874 -3.57961 -1.68653
O 1.65139 -1.31157 -1.50295
C 0.89884 -1.39378 1.36697
O 0.96594 -0.20402 0.97909
C 0.51502 -1.64835 2.72912
H -0.25713 -2.57877 6.38254
H -1.04787 -1.63438 5.09980
H 0.68961 -1.41451 5.43021
H 0.74703 -5.02469 2.85131
H 1.38484 -4.70767 0.54535
H 2.08065 -4.51388 -1.15510
H 2.88699 -3.33610 -2.20369
H 1.18723 -3.69333 -2.44992
H 0.28824 -0.77554 3.32271
N 5.90279 0.11062 -0.56718
N 4.68897 0.75794 -0.61179
N 4.33527 1.64313 0.29480
C 3.11393 1.94548 -0.10723
N 2.77861 1.26622 -1.21966
N 3.81442 0.50152 -1.52306
H 6.63182 0.76537 -0.31563
H 6.06158 -0.34247 -1.45757
H 2.48106 2.67098 0.37243
```

## Properties
Total energy ... -2449.8307 Eh
LUMO energy ... 0.263 eV
ΔE to the lowest compared entry with this formula, charge and spin ... 1.2330 eV
Net charge ... 0
Frontier orbital gap ... 7.4 eV

These are the Mulliken partial charges, in e, on atoms 1 to 2:
1 Pt 1.21
2 O -0.67

Density functional theory data (the ωB97M-V functional and the def2-TZVPD basis) for C20H28N2 in the gas phase.

Structure (XYZ):
```
50
C20H28N2 (the ωB97M-V functional and the def2-TZVPD basis)
C 2.79549 2.12511 0.05479
C 3.20022 0.68511 -0.23978
C 2.02072 -0.28740 -0.19549
C 1.04026 -0.10212 -1.35085
C -0.14470 -1.08714 -1.24438
C 0.15641 -2.41184 -1.97151
N 0.15910 -2.29905 -3.41669
C -1.09044 -1.72015 -3.86807
C -1.40629 -0.38640 -3.18081
N -1.42254 -0.58915 -1.74389
C -1.99575 0.50838 -0.99173
C -2.71183 0.03369 0.28960
C -1.78702 -0.32452 1.41736
C -1.68235 -1.63474 1.81937
C -0.78008 -2.03187 2.81410
C 0.03697 -1.11069 3.40452
C -0.05311 0.25123 3.05145
C 0.77570 1.21597 3.66292
C 0.67307 2.53865 3.33944
C -0.28627 2.95495 2.40489
C -1.09860 2.04343 1.78961
C -0.99510 0.66221 2.06740
H 2.27587 2.18400 1.00909
H 3.67534 2.76325 0.10023
H 2.13772 2.51538 -0.71781
H 3.68034 0.63269 -1.22017
H 3.93559 0.37017 0.50433
H 2.40445 -1.31050 -0.21816
H 1.48963 -0.15621 0.75047
H 1.56989 -0.24015 -2.29751
H 0.66353 0.92158 -1.33557
H -0.29404 -1.31520 -0.18682
H -0.61838 -3.13726 -1.70860
H 1.12319 -2.80210 -1.64805
H 0.93052 -1.70494 -3.71074
H -1.88327 -2.43482 -3.63053
H -1.04944 -1.58601 -4.95132
H -0.66835 0.37570 -3.49241
H -2.39526 -0.04549 -3.49744
H -2.74728 0.98140 -1.63021
H -1.25154 1.27484 -0.73173
H -3.38822 0.82999 0.61030
H -3.31565 -0.83637 0.02886
H -2.29406 -2.38570 1.33972
H -0.72602 -3.07366 3.09412
H 0.75818 -1.40732 4.15249
H 1.49494 0.88372 4.39833
H 1.31457 3.27080 3.80808
H -0.38142 4.00670 2.17617
H -1.84470 2.39183 1.09262
```

## Properties
Total energy ... -888.4174 Eh
LUMO energy ... 0.497 eV
ΔE to the lowest compared entry with this formula, charge and spin ... 0.4593 eV
SMILES ... CCCC[C@@H]1CNCCN1CCc1cccc2ccccc12
Net charge ... 0
Frontier orbital gap ... 8.5 eV

These are the Mulliken partial charges, in e, on atoms 1 to 2:
1 C -0.82
2 C -0.85